1.
A structure of composition C43H45N5O2PbS3, computed with ωB97M-V/def2-TZVPD.

Structure (ORCA input):
```
! RIJCOSX wB97M-V def2-TZVPD def2/J DEFGRID3
* xyz 2 1
Pb 0.610 -0.245 0.716
O -4.969 4.571 0.826
C -4.614 3.960 1.946
O -5.161 4.093 2.995
C -3.438 3.016 1.747
C -3.658 1.883 0.974
C -2.578 1.070 0.667
N -1.344 1.337 1.073
C -1.129 2.374 1.894
C -2.176 3.222 2.276
C 0.248 2.569 2.364
C 0.645 3.765 2.963
C 1.937 3.898 3.440
C 2.812 2.831 3.299
C 2.361 1.692 2.657
N 1.121 1.559 2.198
C -2.940 -0.174 -0.056
C -3.472 -1.215 0.695
C -4.111 -2.278 0.078
C -4.228 -2.268 -1.311
C -3.649 -1.244 -2.017
N -3.003 -0.222 -1.409
H -4.657 1.637 0.653
H -2.027 4.026 2.975
H -0.040 4.592 3.040
H 2.253 4.816 3.910
H 3.825 2.887 3.662
H 3.022 0.855 2.497
H -3.408 -1.164 1.771
H -4.534 -3.076 0.666
H -4.768 -3.040 -1.837
H -3.687 -1.206 -3.096
C 1.265 -6.160 2.910
C -0.092 -5.477 2.865
S -0.097 -3.838 2.048
C -0.982 -4.153 0.484
C -0.151 -4.822 -0.590
S 1.297 -3.807 -1.068
C 2.693 -4.934 -0.720
C 2.899 -5.266 0.748
S 1.895 -6.713 1.287
H 1.166 -7.078 3.491
H 2.020 -5.529 3.378
H -0.434 -5.295 3.886
H -0.820 -6.101 2.351
H -1.301 -3.162 0.156
H -1.859 -4.756 0.717
H -0.758 -4.960 -1.486
H 0.224 -5.789 -0.260
H 3.558 -4.398 -1.112
H 2.542 -5.836 -1.312
H 2.635 -4.431 1.392
H 3.943 -5.534 0.909
N 2.474 -1.750 1.221
C 3.802 -1.229 1.255
C 4.603 -1.554 2.342
C 5.893 -1.070 2.443
C 6.382 -0.250 1.441
C 5.583 0.081 0.364
C 4.272 -0.393 0.238
C 3.493 0.111 -0.913
C 4.196 0.271 -2.112
C 3.696 1.029 -3.149
C 2.483 1.671 -2.990
C 1.729 1.418 -1.856
C 2.175 0.597 -0.823
H 2.302 -2.323 2.044
H 2.316 -2.322 0.386
H 4.204 -2.197 3.115
H 6.503 -1.330 3.292
H 7.386 0.140 1.498
H 5.969 0.746 -0.393
H 5.154 -0.213 -2.223
H 4.267 1.149 -4.055
H 2.120 2.345 -3.750
H 0.761 1.891 -1.767
C -4.066 5.079 -2.327
N -3.531 3.982 -1.523
C -2.144 4.249 -1.164
C -3.789 2.661 -2.130
C -2.600 1.916 -2.680
C -1.850 2.515 -3.694
C -0.780 1.875 -4.285
C -0.418 0.604 -3.869
C -1.151 -0.023 -2.883
C -2.236 0.625 -2.293
H -4.002 6.003 -1.757
H -5.116 4.902 -2.546
H -3.527 5.221 -3.269
H -4.439 4.339 0.018
H -1.508 4.492 -2.023
H -1.712 3.387 -0.659
H -2.121 5.101 -0.485
H -4.491 2.806 -2.956
H -4.304 2.046 -1.387
H -2.147 3.487 -4.056
H -0.243 2.360 -5.085
H 0.416 0.095 -4.322
H -0.892 -1.022 -2.559
*
```

Computed properties:
Orbital gap (eV): 6.223
ΔE to the lowest compared entry with this formula, charge and spin (kcal/mol): 0.0
Calculated total energy (hartree): -3476.75857
LUMO (eV): -6.34

Löwdin atomic charge list, values in e, 6 entries: 1.31, 0.14, -0.50, 0.18, -0.06, 0.05


2.
An isolated molecule of C2H3NO2, computed with ωB97M-V/def2-TZVPD.

Structure (ORCA input):
```
! RIJCOSX wB97M-V def2-TZVPD def2/J DEFGRID3
* xyz 0 1
C 0.927 0.355 -0.670
N -0.102 0.537 0.143
O -0.592 1.494 0.806
C -0.730 -0.653 0.570
O -0.413 -1.777 0.220
H 1.584 1.052 -1.062
H 0.919 -0.717 -1.151
H -1.593 -0.291 1.145
*
```

Computed properties:
Orbital gap (alpha / beta) (eV): 8.869 / 8.871
ΔE to the lowest compared entry with this formula, charge and spin (kcal/mol): 85.6
Calculated total energy (hartree): -283.12151
SMILES: C=[N+]([O-])C=O
LUMO (alpha / beta) (eV): -0.80 / -0.80

Löwdin atomic charge list, values in e, 6 entries: 0.14, -0.31, -0.05, -0.20, 0.09, 0.06


3.
An isolated molecule of C7H7ClN2, computed with ωB97M-V/def2-TZVPD.

Structure (ORCA input):
```
! RIJCOSX wB97M-V def2-TZVPD def2/J DEFGRID3
* xyz 0 1
Cl -3.022 -0.539 -0.964
C -2.082 -0.017 0.450
C -0.752 -1.171 0.550
C 0.364 -0.775 -0.055
C 1.629 -1.406 -0.351
C 2.359 -0.522 -1.060
N 1.672 0.657 -1.248
C 0.460 0.591 -0.611
N -0.349 1.565 -0.502
C -1.541 1.391 0.287
H -2.698 -0.139 1.335
H -0.995 -2.121 0.979
H 1.903 -2.405 -0.082
H 3.349 -0.633 -1.464
H 2.029 1.491 -1.677
H -2.312 2.031 -0.158
H -1.322 1.792 1.287
*
```

Computed properties:
Orbital gap (eV): 8.188
ΔE to the lowest compared entry with this formula, charge and spin (kcal/mol): 37.7
Calculated total energy (hartree): -840.59983
SMILES: Cl[C@H]1C=c2cc[nH]c2=NC1
LUMO (eV): 0.34

Löwdin atomic charge list, values in e, 6 entries: 0.59, -0.61, 0.04, -0.21, -0.04, -0.09


4.
A cluster of 2 separate species, C3H6O in total, computed with ωB97M-V/def2-TZVPD.

Structure (ORCA input):
```
! RIJCOSX wB97M-V def2-TZVPD def2/J DEFGRID3
* xyz 0 1
C -1.228 -0.093 0.735
C 0.088 -0.150 0.553
C 1.435 -0.054 -0.042
O 1.093 0.336 1.298
H -1.963 -0.775 0.322
H -1.531 0.583 1.537
H 2.185 -0.842 -0.152
H 1.641 0.830 -0.639
H -1.084 0.294 -1.614
H -0.636 -0.129 -1.999
*
```

Computed properties:
Orbital gap (eV): 10.106
ΔE to the lowest compared entry with this formula, charge and spin (kcal/mol): 88.7
Calculated total energy (hartree): -193.00189
SMILES: C=C1CO1.[H][H]
LUMO (eV): 1.12

Löwdin atomic charge list, values in e, 6 entries: 0.00, -0.38, -0.07, 0.01, 0.05, 0.07


5.
A structure of composition C22H44InN3OP3S, computed with ωB97M-V/def2-TZVPD.

Structure (ORCA input):
```
! RIJCOSX wB97M-V def2-TZVPD def2/J DEFGRID3
* xyz 3 1
In 0.119 0.153 -0.391
P 0.420 -1.300 2.417
P 2.788 1.231 -0.610
P 1.208 -2.369 -0.739
H -4.717 1.555 0.124
C -4.932 0.578 -0.299
C -4.814 -0.516 0.465
H -4.083 -0.404 1.275
C -0.278 -0.549 3.914
C 2.096 -1.410 3.155
C 0.013 -3.007 2.846
C 2.676 1.922 -2.290
C 3.393 2.581 0.466
C 4.201 0.083 -0.744
C -0.251 -3.518 -0.760
C 2.648 -3.295 -0.021
C 1.712 -2.178 -2.490
H -5.174 0.550 -1.345
H -5.054 -1.548 0.257
H -1.315 -0.283 3.739
H 0.276 0.341 4.204
H -0.248 -1.263 4.741
H 2.499 -0.418 3.331
H 2.791 -1.960 2.531
H 2.004 -1.930 4.113
H -1.048 -3.160 2.671
H 0.233 -3.139 3.910
H 0.593 -3.721 2.266
H 3.698 2.006 -2.669
H 2.190 2.903 -2.244
H 2.092 1.242 -2.925
H 4.480 2.700 0.339
H 3.164 2.326 1.513
H 2.883 3.524 0.225
H 5.076 0.699 -0.975
H 4.047 -0.643 -1.552
H 4.366 -0.438 0.208
H -0.571 -3.746 -1.792
H -1.055 -2.967 -0.253
H -0.075 -4.444 -0.181
H 2.905 -4.155 -0.668
H 2.404 -3.647 0.996
H 3.492 -2.584 0.023
H 1.550 -3.095 -3.067
H 2.762 -1.889 -2.602
H 1.150 -1.370 -2.967
C -1.695 -0.567 -3.081
C -1.483 -0.668 -4.455
C -2.350 -1.370 -5.290
C -3.434 -2.077 -4.722
C -3.611 -2.048 -3.333
C -2.728 -1.327 -2.489
S -0.703 0.918 -2.614
H -0.622 -0.872 1.195
H -0.645 -0.112 -4.901
H -2.186 -1.372 -6.352
H -4.131 -2.635 -5.363
H -4.468 -2.552 -2.894
H -2.856 -1.330 -1.395
C 0.631 3.741 3.869
N -0.144 3.565 2.636
C -1.038 4.522 2.221
C -1.769 4.309 1.108
C -1.491 3.213 0.290
N -0.575 2.282 0.656
C 0.102 2.459 1.832
O 1.006 1.687 2.220
N -2.197 3.009 -0.817
H 0.434 2.932 4.603
H 0.374 4.725 4.265
H 1.701 3.733 3.601
H -1.065 5.392 2.871
H -2.457 5.079 0.750
H -3.002 3.586 -1.061
H -1.910 2.332 -1.492
*
```

Computed properties:
Orbital gap (alpha / beta) (eV): 4.381 / 4.380
ΔE to the lowest compared entry with this formula, charge and spin (kcal/mol): 84.9
Calculated total energy (hartree): -2715.55225
LUMO (alpha / beta) (eV): -11.77 / -11.77

Löwdin atomic charge list, values in e, 6 entries: 0.48, 0.90, 0.79, 0.77, 0.04, -0.06


6.
An isolated molecule of C5H10O, computed with ωB97M-V/def2-TZVPD.

Structure (ORCA input):
```
! RIJCOSX wB97M-V def2-TZVPD def2/J DEFGRID3
* xyz 0 1
O 0.797 1.327 1.352
C 0.793 0.809 0.026
C -0.608 0.884 -0.607
C -1.329 -0.353 -0.048
C -0.247 -1.444 -0.031
C 1.103 -0.697 0.129
H 0.610 2.273 1.299
H 1.545 1.342 -0.578
H -1.107 1.832 -0.362
H -0.518 0.828 -1.701
H -2.197 -0.661 -0.631
H -1.663 -0.136 0.973
H -0.442 -2.168 0.760
H -0.251 -1.994 -0.980
H 1.587 -0.880 1.094
H 1.814 -0.993 -0.651
*
```

Computed properties:
Orbital gap (eV): 11.164
ΔE to the lowest compared entry with this formula, charge and spin (kcal/mol): 3.1
Calculated total energy (hartree): -271.74774
SMILES: OC1CCCC1
LUMO (eV): 1.00

Löwdin atomic charge list, values in e, 6 entries: -0.04, -0.39, -0.15, -0.19, -0.18, -0.13